(1)
{
  "formula": "F12KN6Na2O24S12",
  "method": "the ωB97M-V functional and the def2-TZVPD basis",
  "symbols": ["K", "S", "S", "S", "S", "S", "S", "S", "S", "S", "S", "S", "S", "Na", "Na", "F", "F", "F", "F", "F", "F", "F", "F", "F", "F", "F", "F", "O", "O", "O", "O", "O", "O", "O", "O", "O", "O", "O", "O", "O", "O", "O", "O", "O", "O", "O", "O", "O", "O", "O", "O", "N", "N", "N", "N", "N", "N"],
  "coordinates": [[5.53658, 22.06562, 26.49628], [6.82661, 10.42343, 26.90099], [7.51427, 12.45071, 27.96153], [-1.48181, 19.20066, 30.97330], [4.26305, 17.43270, 32.72768], [5.47036, 16.24552, 34.39098], [5.83228, 18.92945, 28.65808], [8.87480, 21.16418, 31.69557], [5.59731, 16.57731, 20.34996], [4.93013, 17.59242, 22.46372], [0.60682, 18.24931, 30.21676], [7.96497, 20.04202, 33.63979], [5.97488, 16.66962, 27.80834], [9.03344, 18.01502, 29.28508], [7.07038, 17.15141, 31.25938], [8.93594, 13.17315, 28.18416], [6.67842, 20.33162, 34.53828], [8.80092, 22.53070, 30.80893], [3.96209, 17.39954, 31.14980], [7.30149, 8.85494, 26.67565], [5.86512, 17.30977, 18.96949], [1.53926, 18.24711, 28.88226], [5.45549, 18.71461, 23.49676], [6.60340, 15.04196, 34.42817], [5.91501, 19.33552, 30.18313], [-1.89429, 20.76241, 31.02306], [7.19977, 15.58966, 27.73226], [3.55112, 18.01283, 22.25948], [6.97624, 13.22847, 26.89680], [4.45729, 15.52217, 35.08246], [6.92834, 12.53993, 29.27866], [10.28023, 21.27354, 32.04400], [6.64139, 10.75327, 25.50614], [6.73326, 15.69544, 20.44536], [2.99159, 16.98555, 33.24260], [1.59862, 18.61918, 31.19217], [5.68221, 10.27030, 27.74735], [6.25949, 17.23736, 35.07478], [7.49838, 18.89354, 32.89961], [4.62418, 18.81650, 32.88209], [4.24932, 16.11930, 20.21750], [4.86721, 15.86084, 28.20224], [6.51660, 20.05160, 28.08550], [5.95640, 17.11895, 26.45466], [4.42034, 18.87299, 28.43779], [-1.09621, 18.90960, 32.33309], [8.97233, 19.89688, 34.63787], [0.17698, 16.86937, 30.15270], [8.49494, 20.15900, 30.70654], [5.28919, 16.36202, 23.12995], [-2.71768, 18.62362, 30.49210], [-0.36750, 19.37204, 29.73758], [7.88214, 21.50698, 32.79513], [6.68581, 17.48757, 28.91092], [5.37060, 16.37191, 32.73920], [5.86938, 17.96963, 21.28566], [8.13688, 10.96174, 27.52947]],
  "atomic_forces_ev_per_a": [[-0.1, -0.7, 0.2], [-1.4, -4.4, -4.1], [1.7, 1.6, 1.7], [-2.7, 1.6, -0.8], [-6.8, 3.7, -3.9], [4.2, -3.9, 2.3], [-1.9, 1.7, 4.0], [3.8, 2.6, -4.2], [2.6, 1.4, -0.7], [-1.7, 1.1, 3.0], [5.8, -3.0, -1.9], [-4.4, -0.3, 2.9], [-0.9, -8.6, -4.1], [-0.2, 0.6, -0.3], [-1.0, 0.1, 0.9], [0.3, -0.3, 0.1], [0.8, 0.3, -0.6], [-0.9, -0.5, 0.3], [1.1, -0.5, 0.1], [0.2, 0.5, 0.8], [0.0, 0.2, -0.6], [-0.5, 0.6, -0.1], [0.1, 0.3, 0.0], [-0.1, 0.4, -1.1], [0.2, -0.2, 0.1], [0.3, 0.0, 0.1], [-0.2, 1.0, 0.5], [1.3, -0.9, 0.6], [-0.3, -0.9, 0.0], [-0.7, 1.1, -0.5], [0.5, -0.5, -1.2], [-1.0, -1.3, 0.0], [-0.2, 0.3, 1.1], [-1.3, 0.1, 0.0], [1.7, 0.4, 0.5], [-1.5, 0.2, 0.0], [0.2, 0.5, 0.1], [-1.4, 0.4, -0.9], [1.5, 0.6, -0.3], [0.6, -0.9, 0.7], [0.6, -0.2, 0.3], [0.7, 1.3, 0.8], [1.2, -0.1, -1.4], [0.4, 2.0, 0.6], [1.3, -0.8, -0.8], [0.3, 0.2, -1.4], [0.6, 0.3, -1.1], [-0.9, 1.2, 0.9], [0.6, 0.0, 0.4], [-1.0, 0.8, -0.7], [1.0, 0.0, 0.3], [-2.2, -0.4, 2.9], [-0.3, -2.6, 1.8], [-0.4, 4.7, 0.3], [1.8, -1.0, 2.8], [-0.6, -2.5, -2.1], [-0.8, 2.6, 1.3]],
  "lowdin_charge": [0.98, 0.44, 0.51, 0.53, 0.42, 0.57, 0.55, 0.47, 0.53, 0.44, 0.45, 0.57, 0.46, 0.73, 0.51, -0.23, -0.16, -0.22, -0.19, -0.26, -0.22, -0.23, -0.24, -0.25, -0.17, -0.24, -0.22, -0.32, -0.27, -0.25, -0.29, -0.30, -0.31, -0.30, -0.25, -0.29, -0.29, -0.28, -0.31, -0.27, -0.29, -0.19, -0.38, -0.23, -0.20, -0.29, -0.24, -0.29, -0.35, -0.28, -0.32, -0.28, -0.24, -0.33, -0.29, -0.30, -0.29],
  "homo_energy_ev": -3.23,
  "e_above_lowest_kcal_mol": 0.0,
  "charge": -3
}

=====

(2)
{
  "formula": "C6H18ClO3",
  "method": "the ωB97M-V functional and the def2-TZVPD basis",
  "symbols": ["Cl", "O", "O", "O", "C", "C", "C", "C", "C", "C", "H", "H", "H", "H", "H", "H", "H", "H", "H", "H", "H", "H", "H", "H", "H", "H", "H", "H"],
  "coordinates": [[-0.03607, 1.17011, 0.30461], [-1.71207, 0.57411, -2.33439], [-1.10307, -1.52589, 2.11561], [2.18993, 1.97211, 0.64261], [-2.70607, -0.58689, -3.93739], [-2.31307, -0.66489, -2.48839], [2.29393, 3.28311, 1.27061], [3.66993, 3.43811, 1.63061], [-0.27107, -3.73989, 2.05861], [-0.56007, -2.48089, 1.19161], [1.17893, 1.72211, 0.53461], [0.51893, -3.66089, 2.67361], [3.80993, 4.59211, 1.96861], [-3.06607, 0.46311, -3.90839], [-0.27607, -4.55689, 1.25761], [4.16993, 2.65211, 2.27061], [-1.51907, -1.46189, -2.29239], [0.48293, -2.23389, 0.68861], [-3.44607, -1.61989, -4.20739], [-1.85507, -0.52189, -4.63239], [-1.32107, -2.54289, 0.41061], [-1.25307, 0.56611, -1.53239], [-2.93707, -0.94189, -1.74839], [-0.86907, -0.63289, 1.72161], [4.52793, 3.37911, 0.85461], [-1.27807, -4.05189, 2.78661], [1.54993, 3.45111, 2.22361], [2.12993, 3.96011, 0.47661]],
  "atomic_forces_ev_per_a": [[-6.9, -3.0, -1.0], [-1.0, 0.9, -1.1], [1.4, 1.6, -1.2], [2.5, 2.4, 1.7], [-2.3, -2.5, -0.3], [5.0, -1.2, -2.4], [-2.2, -3.3, -0.1], [5.6, 2.5, 1.2], [-7.0, -1.9, -2.9], [1.4, 0.2, 1.3], [3.8, 1.4, 0.5], [2.9, 0.2, 1.8], [0.0, -2.6, 0.1], [-1.1, -0.9, -0.9], [0.7, 0.5, 1.5], [-1.3, 1.0, 0.4], [-0.4, 0.5, -0.7], [-2.1, 0.2, 1.0], [1.8, 3.6, 0.3], [-0.1, -0.6, 0.5], [0.3, -0.9, -0.2], [1.6, 0.6, 2.4], [-3.4, -0.2, 2.1], [-0.4, -0.9, 0.6], [-2.1, 0.2, -0.1], [2.8, 1.1, -2.1], [1.6, -0.4, -2.3], [-1.0, 1.4, -0.6]],
  "lowdin_charge": [0.30, -0.10, -0.16, -0.31, -0.11, -0.39, -0.42, -0.20, -0.11, -0.35, -0.44, 0.00, 0.10, 0.07, 0.07, 0.07, 0.12, 0.14, 0.14, 0.06, 0.09, -0.09, 0.06, 0.00, 0.08, 0.13, 0.15, 0.08],
  "homo_energy_ev": -4.75,
  "e_above_lowest_kcal_mol": 89.3,
  "charge": -1
}

=====

(3)
{
  "formula": "C5H11NO",
  "method": "the ωB97M-V functional and the def2-TZVPD basis",
  "symbols": ["O", "N", "C", "C", "C", "C", "C", "H", "H", "H", "H", "H", "H", "H", "H", "H", "H", "H"],
  "coordinates": [[-0.93803, 0.47337, -0.85435], [0.87511, 1.84852, -0.44825], [-2.26761, 0.14997, -0.47939], [0.48613, -0.56205, 0.28040], [1.98069, -0.74591, -0.13202], [0.09932, 0.87766, 0.23117], [-0.07299, -1.47660, 1.11314], [0.88087, 1.63368, -1.44280], [2.44159, -1.58761, 0.39395], [1.98644, -0.95264, -1.20535], [-2.94916, 0.71290, -1.12170], [-1.13015, -1.70803, 1.15188], [0.48975, 2.78181, -0.34850], [-2.47649, 0.35195, 0.57567], [-2.44115, -0.91262, -0.67694], [2.66520, 0.08140, 0.07627], [-0.14766, 1.24162, 1.23113], [0.51813, -2.20741, 1.65569]],
  "atomic_forces_ev_per_a": [[-1.4, 1.7, 0.8], [0.5, -0.2, 0.2], [0.1, -0.2, -0.3], [4.8, 0.1, 3.1], [-0.4, -0.5, 0.6], [-1.8, -1.2, -3.0], [-0.2, -0.3, -1.0], [0.2, 0.0, 0.2], [-0.4, -0.3, -0.3], [0.2, 0.0, 0.0], [-0.1, 0.1, 0.2], [-0.3, 1.0, 0.7], [0.0, -0.2, 0.2], [0.0, 0.1, -0.1], [-0.1, 0.0, 0.2], [-0.6, 0.3, -0.2], [-1.0, 0.1, -0.4], [0.3, -0.4, -0.9]],
  "lowdin_charge": [-0.19, 0.07, -0.13, -0.30, -0.06, -0.32, 0.03, 0.09, 0.07, 0.08, 0.08, 0.04, 0.09, 0.09, 0.08, 0.06, 0.16, 0.05],
  "homo_energy_ev": -8.03,
  "e_above_lowest_kcal_mol": 92.3,
  "smiles": "C=C(C)[C@@H](N)OC",
  "charge": 0
}

=====

HOMO-LUMO gap across the listed records, respectively: 5.69 8.18 9.00 eV.
Electronic energy across the listed records, respectively: -9035.51120 -925.20793 -326.98423 Ha.